[1]
16
Properties=species:S:1:pos:R:3 method="wB97M-V/def2-TZVPD" homo_lumo_gap_ev=11.0 e_above_lowest_kcal_mol=40.9 largest_force_ha_per_bohr=0.0142 e_lumo_ev=0.878
C -1.02 -0.32 1.24
C -0.13 -0.16 0.00
C -0.34 -1.25 -1.04
C -0.20 1.30 -0.49
O 0.90 1.66 0.36
C 1.28 0.32 0.35
N 2.47 -0.06 0.33
H -0.81 0.47 1.96
H -2.07 -0.26 0.94
H -0.86 -1.29 1.72
H -0.23 -2.25 -0.61
H -1.36 -1.16 -1.43
H 0.36 -1.14 -1.87
H -1.08 1.90 -0.27
H 0.12 1.40 -1.54
H 2.98 0.84 0.34

=====

[2]
25
Properties=species:S:1:pos:R:3 method="wB97M-V/def2-TZVPD" homo_lumo_gap_ev=8.6 e_above_lowest_kcal_mol=21.2 largest_force_ha_per_bohr=0.0531 smiles="NC(=O)O.CCNC.C" e_lumo_ev=0.475
C 2.18 0.19 0.55
C 1.06 -0.57 -2.04
N 3.42 -0.06 0.02
O 1.73 1.46 0.38
O 1.63 -0.57 1.32
H 2.10 1.86 -0.42
H -0.24 -0.47 0.82
H 3.89 0.60 -0.56
H 3.83 -0.95 0.25
H 0.44 -0.84 -2.89
H 1.75 0.19 -2.42
H 1.63 -1.46 -1.79
C -1.64 0.95 0.34
C -1.82 -1.48 0.02
C -2.33 1.08 1.69
N -0.96 -0.32 0.09
H 0.23 -0.40 -1.19
H -2.37 1.09 -0.47
H -0.88 1.73 0.25
H -1.21 -2.35 -0.22
H -2.54 -1.33 -0.79
H -2.37 -1.70 0.95
H -3.15 0.37 1.79
H -2.75 2.08 1.80
H -1.62 0.91 2.50

=====

[3]
116
Properties=species:S:1:pos:R:3 method="wB97M-V/def2-TZVPD" homo_lumo_gap_ev=5.2 largest_force_ha_per_bohr=0.1207 charge=-1 e_lumo_ev=1.179
C 3.27 1.49 4.99
C 3.99 0.66 3.79
C 3.52 -0.91 3.79
Cl 4.67 -2.01 4.72
N 3.19 -1.36 2.42
B 4.36 -1.38 1.49
O 4.26 -0.56 0.27
O 5.58 -2.14 1.64
C 6.67 -1.17 1.80
C 2.37 -2.62 2.38
B 0.76 -2.30 2.44
O 0.02 -2.68 3.66
N -0.04 -1.69 1.34
C 0.64 -0.50 0.73
C -1.31 -1.12 1.97
C 2.76 -3.61 1.14
O 2.25 -3.51 -0.02
O 3.66 -4.65 1.39
H 4.09 2.04 5.57
H 2.62 2.30 4.51
H 2.61 0.83 5.66
H 3.63 1.15 2.81
H 5.12 0.77 3.91
H 2.53 -0.91 4.38
H 4.39 0.39 0.50
H 7.48 -1.34 1.01
H 7.08 -1.31 2.87
H 6.33 -0.08 1.74
H 2.58 -3.26 3.33
H 0.15 -1.98 4.35
H 1.14 0.08 1.59
H -0.08 0.19 0.15
H 1.48 -0.79 0.01
H -2.00 -2.01 2.17
H -1.09 -0.48 2.89
H -1.87 -0.43 1.23
C -5.30 -1.95 1.45
Cl -4.63 -0.35 1.79
Cl -5.60 -2.15 -0.28
Cl -4.21 -3.21 2.04
H -6.25 -2.05 1.98
C -6.40 -5.87 -0.81
Cl -7.42 -6.69 -2.00
Cl -7.36 -5.36 0.59
Cl -5.07 -6.92 -0.30
H -5.98 -4.98 -1.28
C 7.61 1.32 -1.17
Cl 6.57 0.52 -2.36
Cl 6.67 1.80 0.25
Cl 8.95 0.26 -0.70
H 8.02 2.22 -1.62
C 4.50 5.09 0.85
Cl 4.32 3.33 0.96
Cl 4.01 5.86 2.37
Cl 6.16 5.53 0.43
H 3.84 5.45 0.06
C 3.29 7.18 -2.49
Cl 3.12 5.43 -2.38
Cl 2.80 7.95 -0.97
Cl 4.95 7.62 -2.90
H 2.63 7.54 -3.28
C 5.69 11.96 -2.57
Cl 7.03 12.29 -1.46
Cl 6.30 11.54 -4.18
Cl 4.66 10.67 -1.94
H 5.09 12.87 -2.66
C -0.31 11.01 -0.82
Cl -0.48 9.25 -0.71
Cl -0.79 11.78 0.70
Cl 1.36 11.45 -1.24
H -0.96 11.37 -1.61
C -8.56 -1.71 -3.25
Cl -9.05 -1.33 -1.59
Cl -8.87 -0.33 -4.32
Cl -6.85 -2.17 -3.30
H -9.15 -2.55 -3.60
C 7.56 -0.29 6.52
Cl 7.09 0.08 8.19
Cl 7.25 1.10 5.48
Cl 9.27 -0.75 6.44
H 6.96 -1.12 6.17
C -7.29 -9.18 1.51
Cl -8.31 -10.00 0.32
Cl -8.25 -8.67 2.91
Cl -5.96 -10.23 2.02
H -6.86 -8.29 1.04
C -3.83 -4.40 -5.43
Cl -4.81 -5.42 -6.50
Cl -4.39 -2.73 -5.47
Cl -3.86 -5.03 -3.78
H -2.80 -4.43 -5.79
C -12.02 -11.71 -0.05
Cl -12.98 -11.23 1.36
Cl -11.98 -13.47 -0.21
Cl -12.65 -10.96 -1.52
H -10.99 -11.36 0.10
C 1.34 -0.99 -3.26
Cl 2.30 -0.46 -1.87
Cl 0.13 -2.18 -2.75
Cl 0.56 0.39 -4.05
H 2.00 -1.47 -3.97
C 11.10 -1.51 -3.88
Cl 10.70 -3.23 -3.70
Cl 9.62 -0.54 -3.99
Cl 12.11 -0.96 -2.54
H 11.66 -1.39 -4.81
C -3.95 11.71 -3.59
Cl -2.67 10.64 -2.98
Cl -5.54 11.11 -3.13
Cl -3.71 13.36 -3.01
H -3.89 11.72 -4.68
C -12.87 -3.48 -1.52
Cl -13.37 -3.10 0.13
Cl -13.18 -2.10 -2.59
Cl -11.16 -3.94 -1.57
H -13.46 -4.32 -1.87

=====

[4]
16
Properties=species:S:1:pos:R:3 method="wB97M-V/def2-TZVPD" homo_lumo_gap_ev=10.0 e_above_lowest_kcal_mol=0.0 largest_force_ha_per_bohr=0.0361 e_lumo_ev=0.358
O 0.25 1.35 -2.48
S -0.72 1.59 -1.47
O -1.38 0.14 -1.11
C -0.49 -0.97 -0.97
C -0.32 -1.28 0.50
C 0.17 -0.05 1.28
I -1.43 0.95 2.32
C 0.96 0.94 0.44
F 1.84 1.56 1.28
O 0.21 1.98 -0.14
H -0.95 -1.82 -1.44
H 0.45 -0.82 -1.49
H -1.30 -1.50 0.87
H 0.29 -2.16 0.66
H 0.84 -0.37 2.05
H 1.57 0.46 -0.31

=====

[5]
20
Properties=species:S:1:pos:R:3 method="wB97M-V/def2-TZVPD" homo_lumo_gap_ev=8.0 e_above_lowest_kcal_mol=78.0 largest_force_ha_per_bohr=0.0457 charge=+1 e_lumo_ev=-4.954
C 0.32 -1.19 -1.29
C 1.32 -2.02 -0.99
C -1.85 -0.48 -0.70
N -0.89 -1.24 -0.52
H 0.40 -0.41 -2.05
H 1.27 -2.67 -0.11
H 2.25 -2.08 -1.56
H -2.78 -0.64 -0.19
H -1.73 0.36 -1.41
H -0.92 -1.94 0.18
C -0.12 0.60 1.73
N -0.16 1.57 0.65
C 1.19 2.20 0.53
H 0.75 -0.06 1.53
H 0.13 1.09 2.69
H -1.03 -0.04 1.82
H -0.82 2.30 0.93
H 1.65 2.59 1.50
H 1.12 3.08 -0.09
H 1.95 1.48 0.16

=====

[6]
53
Properties=species:S:1:pos:R:3 method="wB97M-V/def2-TZVPD" homo_lumo_gap_ev=9.7 e_above_lowest_kcal_mol=0.0 largest_force_ha_per_bohr=0.0292 charge=+1 e_lumo_ev=-2.184
N -1.34 0.02 1.31
C -0.31 -0.58 0.39
C 0.83 0.44 0.23
C 1.89 -0.06 -0.74
S 3.45 0.88 -0.61
C -0.96 -0.99 -0.92
N -0.56 -2.37 -1.28
C -0.18 -2.53 -2.68
H -1.96 0.64 0.76
H -1.93 -0.76 1.71
H -0.89 0.57 2.05
H 0.09 -1.49 0.95
H 1.30 0.61 1.23
H 0.45 1.41 -0.09
H 2.06 -1.15 -0.60
H 1.59 0.05 -1.79
H 3.90 0.36 0.59
H -2.05 -0.86 -0.86
H -0.66 -0.27 -1.73
H -1.34 -2.97 -1.06
H 0.76 -1.98 -2.85
H -0.91 -2.18 -3.43
H -0.02 -3.57 -2.92
H -0.21 3.05 3.06
H -0.97 3.08 1.69
O -0.70 2.50 2.43
H 2.87 3.46 -0.94
H 2.89 4.44 -2.13
O 2.31 4.05 -1.46
H -0.24 2.60 -2.24
H 0.66 3.81 -1.86
O -0.28 3.53 -1.98
H 0.87 -3.69 0.20
H 1.67 -4.90 0.63
O 1.23 -4.15 0.99
H -2.77 1.59 -1.18
H -2.73 2.54 0.02
O -2.96 1.61 -0.21
H -0.37 -4.37 1.67
H -1.27 -5.19 2.66
O -1.28 -4.50 1.99
H -3.43 -2.36 2.76
H -2.04 -3.03 2.32
O -2.50 -2.17 2.53
H 2.27 -2.98 1.85
H 3.16 -2.79 3.11
O 2.85 -2.37 2.31
H -2.86 1.08 -3.33
H -2.41 2.54 -3.12
O -2.28 1.64 -2.82
H -2.00 4.83 0.29
H -1.07 3.84 -0.52
O -1.63 3.93 0.29

=====

[7]
45
Properties=species:S:1:pos:R:3 method="wB97M-V/def2-TZVPD" homo_lumo_gap_ev=9.8 e_above_lowest_kcal_mol=0.0 largest_force_ha_per_bohr=0.0210 smiles=C[C@H](O)[C@@H](N)CO.O.O.O.O.O.O.O.O.O e_lumo_ev=0.045
C -0.94 2.44 0.43
O -0.01 2.82 1.45
C -0.91 0.93 0.20
C -2.33 0.42 -0.19
C -2.37 -1.05 -0.51
O -2.66 1.19 -1.38
N 0.15 0.60 -0.74
H -0.73 2.98 -0.49
H -1.90 2.80 0.83
H -0.68 0.44 1.17
H -3.05 0.73 0.58
H -3.37 -1.38 -0.82
H -2.15 -1.66 0.36
H -1.66 -1.34 -1.28
H -3.55 0.99 -1.69
H -0.10 0.82 -1.70
H 0.38 -0.40 -0.75
H 0.84 2.37 1.28
H 4.08 -0.93 -1.70
H 3.45 -0.33 -0.39
O 3.72 -1.16 -0.84
H 3.12 2.05 -0.03
H 1.80 1.16 -0.34
O 2.68 1.20 0.15
H 0.97 -2.27 -1.64
H 2.30 -2.10 -0.77
O 1.37 -2.42 -0.75
H 1.72 -0.72 2.45
H 2.38 0.53 1.79
O 2.08 0.17 2.65
H -0.11 -2.42 -3.81
H -0.25 -0.94 -3.36
O 0.26 -1.76 -3.23
H -1.01 1.33 -4.09
H -1.79 0.76 -2.84
O -1.21 0.52 -3.60
H -1.27 -0.30 3.23
H -0.76 -1.56 2.43
O -1.56 -1.08 2.71
H 0.65 0.80 3.40
H -0.30 1.90 3.01
O -0.25 1.14 3.62
H 1.13 -2.94 2.32
H 0.95 -2.18 0.92
O 0.84 -2.13 1.91

=====

[8]
89
Properties=species:S:1:pos:R:3 method="wB97M-V/def2-TZVPD" homo_lumo_gap_ev=8.0 largest_force_ha_per_bohr=0.1959 smiles="O=C(I)C[C@H]1COC(=O)[C@]1(COc1ccccc1)c1ccccc1.CCCC#N.CCCC#N.CCCC#N.CCCC#N" e_lumo_ev=-0.318
O 7.15 -0.86 -3.08
C 5.87 -1.31 -3.25
I 4.80 -0.79 -5.09
C 5.29 -2.26 -2.02
C 3.65 -2.32 -1.95
C 3.42 -3.87 -1.38
O 2.29 -3.73 -0.44
C 2.61 -2.51 0.35
O 2.70 -2.36 1.68
C 2.83 -1.40 -0.87
C 3.38 0.08 -0.44
O 4.71 0.05 0.17
C 5.53 1.22 -0.17
C 5.82 1.85 -1.65
C 6.76 3.15 -1.96
C 7.55 3.90 -0.71
C 7.31 3.28 0.79
C 6.31 1.97 1.11
C 1.30 -1.03 -1.42
C 0.97 -0.75 -3.03
C -0.56 -0.35 -3.52
C -1.78 -0.21 -2.41
C -1.52 -0.51 -0.79
C 0.01 -0.90 -0.35
H 5.82 -1.99 -1.01
H 5.65 -3.37 -2.28
H 3.19 -2.43 -3.04
H 4.29 -4.26 -0.67
H 3.39 -4.70 -2.21
H 2.63 0.50 0.38
H 3.26 0.78 -1.37
H 5.29 1.33 -2.58
H 6.88 3.51 -3.09
H 8.23 4.82 -0.98
H 7.87 3.77 1.70
H 6.17 1.58 2.20
H 1.89 -0.85 -3.79
H -0.77 -0.14 -4.66
H -2.85 0.10 -2.76
H -2.42 -0.41 -0.03
H 0.23 -1.11 0.78
C 0.70 -0.29 4.51
C 1.63 0.65 3.75
C 1.03 2.05 3.58
C -0.27 1.96 2.79
N -1.34 1.89 2.13
H -0.24 -0.46 3.97
H 1.18 -1.27 4.63
H 0.47 0.10 5.50
H 1.85 0.22 2.77
H 2.57 0.73 4.29
H 1.73 2.70 3.04
H 0.83 2.51 4.55
C -2.95 -4.97 3.29
C -1.65 -4.53 3.95
C -1.71 -3.11 4.50
C -1.97 -2.13 3.36
N -2.20 -1.32 2.42
H -3.19 -4.35 2.42
H -2.88 -6.00 2.94
H -3.79 -4.90 3.99
H -0.84 -4.62 3.22
H -1.42 -5.22 4.77
H -0.75 -2.85 4.98
H -2.50 -3.01 5.25
C -5.59 4.62 -4.28
C -5.64 3.20 -3.73
C -4.28 2.70 -3.25
C -3.30 2.69 -4.42
N -2.49 2.68 -5.38
H -4.95 4.69 -5.16
H -6.59 4.95 -4.58
H -5.22 5.32 -3.53
H -6.04 2.53 -4.50
H -6.35 3.17 -2.89
H -4.37 1.68 -2.85
H -3.89 3.34 -2.46
C -6.69 -0.45 0.39
C -5.39 -0.02 1.05
C -5.45 1.41 1.60
C -5.71 2.38 0.46
N -5.93 3.19 -0.48
H -6.93 0.17 -0.49
H -6.62 -1.49 0.04
H -7.53 -0.39 1.09
H -4.57 -0.11 0.32
H -5.16 -0.71 1.87
H -4.49 1.66 2.07
H -6.24 1.50 2.35

=====

Computed total energy, in the same sequence as the records: -8867.44038, -12519.49099, -653609.47295, -32040.09213, -8367.42754, -40040.23106, -28633.37529, -59251.28296 eV.